Entry from the OMol25 dataset: a structure of composition C4H5CsLiO3 (the ωB97M-V functional and the def2-TZVPD basis).

Output
<S²>: 0.764
ΔE to the lowest compared entry with this formula, charge and spin, eV: 6.476
Spin multiplicity: 2
E_tot, Ha: -408.38102
HOMO energy (spin up / spin down), eV: -6.0 / -5.8
Kohn-Sham gap (spin up / spin down), eV: 5.07 / 4.84

Last column: Löwdin charge in e.
Atoms and positions in Å:
O  -2.339  -0.225  -0.935  -0.314
Li  -0.630  -1.726  -1.311  0.693
O  -2.276  -1.599  -0.506  -0.414
C  -1.718  0.663  -0.093  -0.348
C  -0.330  0.881  -0.145  -0.146
H  0.383  1.617  -0.531  0.025
H  -2.614  1.137  0.338  0.110
H  -1.156  1.918  -0.578  0.143
O  2.856  -0.098  0.636  -0.280
C  2.075  -0.807  -0.085  -0.458
C  0.726  -0.972  0.257  -0.098
Cs  2.180  1.734  2.958  0.944
H  0.528  -1.580  1.155  0.045
H  2.318  -0.943  -1.161  0.098

Entry from the OMol25 dataset: a structure of composition C4H5EuO (the ωB97M-V functional and the def2-TZVPD basis).

Output
<S²>: 20.032
ΔE to the lowest compared entry with this formula, charge and spin, eV: 2.605
Spin multiplicity: 9
E_tot, Ha: -940.17187
HOMO energy (spin up / spin down), eV: -15.3 / -17.6
Kohn-Sham gap (spin up / spin down), eV: 5.78 / 8.28
Total charge: +2

Last column: Löwdin charge in e.
Atoms and positions in Å:
C  1.739  -0.583  -1.468  0.154
C  0.684  0.018  -0.877  -0.143
C  0.244  -0.017  0.445  -0.035
C  -1.217  0.041  0.413  -0.231
O  -1.702  0.612  1.453  -0.315
Eu  -2.574  1.813  3.415  1.877
H  1.869  -0.543  -2.551  0.099
H  2.528  -1.045  -0.870  0.105
H  0.751  0.578  1.209  0.125
H  -0.573  0.009  -1.309  0.202
H  -1.749  -0.882  0.140  0.162

Entry from the OMol25 dataset: a structure of composition C4H5EuO4 (the ωB97M-V functional and the def2-TZVPD basis).

Output
<S²>: 20.036
ΔE to the lowest compared entry with this formula, charge and spin, eV: 0.868
Spin multiplicity: 9
E_tot, Ha: -1166.57011
HOMO energy (spin up / spin down), eV: -7.8 / -8.1
Kohn-Sham gap (spin up / spin down), eV: 6.75 / 6.51

Last column: Löwdin charge in e.
Atoms and positions in Å:
O  2.262  1.789  0.848  -0.287
C  2.388  0.668  0.202  -0.902
O  3.245  -0.186  0.403  0.020
O  1.359  0.474  -0.658  -0.317
Eu  0.363  2.445  0.005  1.571
C  -0.016  -1.362  -0.673  0.039
C  -0.929  -1.352  0.374  -0.190
O  -1.573  -0.260  0.867  -0.126
C  -1.767  0.909  0.152  -0.210
H  0.560  -2.285  -0.767  0.085
H  -0.350  -0.948  -1.630  0.075
H  -1.065  -2.210  1.033  0.114
H  -2.403  1.589  0.734  0.054
H  -2.073  0.729  -0.890  0.074

Entry from the OMol25 dataset: an isolated molecule of C4H5F (the ωB97M-V functional and the def2-TZVPD basis).

Output
ΔE to the lowest compared entry with this formula, charge and spin, eV: 3.704
E_tot, Ha: -255.09588
HOMO energy (spin up / spin down), eV: -8.2 / -7.9
Kohn-Sham gap (spin up / spin down), eV: 7.96 / 7.68

Last column: Löwdin charge in e.
Atoms and positions in Å:
C  0.649  -0.800  -0.177  -0.183
C  -0.374  -0.308  -0.935  -0.055
C  1.406  0.087  0.596  -0.100
C  -1.512  0.412  -0.247  -0.146
F  2.686  -0.317  0.743  0.005
H  1.202  -1.732  -0.606  0.145
H  1.271  1.076  0.722  0.076
H  -2.158  -0.388  0.069  0.062
H  -2.141  1.152  -0.912  0.101
H  -1.029  0.817  0.747  0.096

Entry from the OMol25 dataset: an isolated molecule of C4H5F (the ωB97M-V functional and the def2-TZVPD basis).

Output
ΔE to the lowest compared entry with this formula, charge and spin, eV: 1.254
E_tot, Ha: -255.18592
HOMO energy, eV: -9.3
Kohn-Sham gap, eV: 9.91

Last column: Löwdin charge in e.
Atoms and positions in Å:
C  -0.205  -0.458  0.251  -0.392
C  -0.987  -1.179  1.047  0.058
C  -0.499  0.599  -0.696  -0.151
C  0.433  1.437  -1.146  0.022
H  -2.186  -1.042  1.245  0.126
H  -0.681  -1.859  1.869  0.064
H  -1.541  0.786  -0.973  0.104
H  0.254  2.565  -1.512  0.123
H  1.349  1.146  -0.697  0.039
F  1.150  -0.444  0.370  0.006

Entry from the OMol25 dataset: the ion C4H5F2INO with charge +1 (the ωB97M-V functional and the def2-TZVPD basis).

Output
ΔE to the lowest compared entry with this formula, charge and spin, eV: 0.000
E_tot, Ha: -782.49462
HOMO energy, eV: -13.5
Kohn-Sham gap, eV: 9.17
Total charge: +1

Last column: Löwdin charge in e.
Atoms and positions in Å:
C  0.686  -0.235  -0.613  -0.289
C  -1.667  -0.251  0.371  0.026
C  -0.351  0.389  0.271  -0.141
C  2.118  -0.647  0.191  -0.858
N  -1.468  0.951  -0.498  0.188
O  0.580  -0.586  -1.746  0.185
F  1.777  -1.025  1.417  0.030
F  2.573  -1.693  -0.510  0.070
I  3.499  1.059  0.394  0.908
H  -1.762  -1.197  -0.249  0.172
H  -2.352  -0.359  1.217  0.153
H  -0.079  0.980  1.172  0.188
H  -1.773  0.813  -1.413  0.165
H  -1.779  1.800  -0.003  0.202